# 1
{
  "formula": "C41H41CsN8O3S2",
  "method": "ωB97M-V with the def2-TZVPD basis set",
  "e_above_lowest_kcal_mol": 18.4,
  "energy_ha": -3067.2339,
  "total_charge": -2,
  "homo_lumo_gap_ev": 4.7,
  "homo_ev": -1.25,
  "e_lumo_ev": 3.414,
  "species": ["Cs", "C", "C", "N", "N", "C", "S", "S", "C", "C", "C", "C", "C", "C", "C", "C", "C", "C", "C", "C", "C", "O", "H", "H", "H", "H", "H", "H", "H", "H", "H", "H", "H", "H", "H", "H", "O", "C", "O", "C", "C", "C", "C", "C", "C", "N", "C", "C", "C", "C", "C", "C", "N", "H", "H", "H", "H", "H", "H", "H", "H", "H", "H", "C", "N", "C", "N", "C", "N", "C", "N", "C", "C", "H", "H", "H", "H", "H", "H", "H", "H", "H", "H", "H", "H", "C", "C", "C", "C", "C", "C", "H", "H", "H", "H", "H"],
  "xyz": [[-0.41681, -0.98746, 0.38123], [-3.40611, 2.80947, 0.58057], [-2.99280, 1.51920, 1.25659], [-3.01596, 0.41174, 0.61392], [-3.59535, 0.40888, -0.64385], [-2.93680, 0.66592, -1.71525], [-1.36911, 1.32301, -2.00524], [-3.98293, 0.30789, -3.16356], [-3.75112, 1.85849, -4.06347], [-4.20108, 3.07850, -3.29854], [-5.46978, 3.14844, -2.72637], [-5.86937, 4.27308, -2.02199], [-4.99985, 5.34672, -1.86534], [-3.72986, 5.28010, -2.41708], [-3.33490, 4.15198, -3.12640], [-2.63440, 1.56319, 2.70700], [-3.15255, 2.64060, 3.43609], [-2.95001, 2.84879, 4.79168], [-2.16037, 1.92694, 5.48214], [-1.63271, 0.84559, 4.81994], [-1.83985, 0.57772, 3.42153], [-1.33600, -0.47791, 2.92416], [-3.05183, 2.81285, -0.44756], [-2.98822, 3.67693, 1.08581], [-4.49667, 2.90428, 0.55605], [-4.32622, 1.74612, -4.98650], [-2.69570, 1.95199, -4.31934], [-6.12565, 2.28979, -2.80657], [-6.85490, 4.30350, -1.57226], [-5.30266, 6.21709, -1.29533], [-3.03303, 6.09758, -2.27429], [-2.32826, 4.07779, -3.51962], [-3.77623, 3.35816, 2.91703], [-3.39146, 3.70291, 5.29075], [-1.96582, 2.05846, 6.54334], [-1.02588, 0.11388, 5.34452], [5.34287, 4.59390, 1.98730], [5.70562, 3.47015, 2.65146], [6.74207, 3.46380, 3.25867], [4.76910, 2.31364, 2.58465], [3.46002, 2.39895, 2.10728], [2.64846, 1.28415, 2.05406], [3.12108, 0.04850, 2.49708], [4.42715, -0.04134, 2.98248], [5.23549, 1.07905, 3.02528], [2.28458, -1.05807, 2.37617], [2.05942, -1.81578, 3.35944], [1.14290, -2.96784, 3.25630], [0.65429, -3.55195, 4.41298], [-0.34256, -4.51289, 4.30669], [-0.81330, -4.84042, 3.04882], [-0.22831, -4.22113, 1.94374], [0.73961, -3.32314, 2.03762], [4.53376, 4.43696, 1.48750], [3.03169, 3.34247, 1.78539], [1.63306, 1.34996, 1.68341], [4.80728, -1.00768, 3.29089], [6.25124, 1.01836, 3.39364], [2.45375, -1.58858, 4.35938], [1.01036, -3.22164, 5.38140], [-0.76366, -4.96338, 5.19672], [-1.62552, -5.53967, 2.90800], [-0.58713, -4.42935, 0.93763], [3.76728, -1.30728, -1.02039], [2.41295, -0.85360, -1.28712], [1.83355, -1.67386, -2.35964], [2.64692, -1.58323, -3.58741], [4.00086, -2.02061, -3.27151], [4.63096, -1.21768, -2.21142], [4.62613, 0.18078, -2.65559], [3.28692, 0.68427, -2.95752], [2.46321, 0.53536, -1.74486], [2.69699, -0.17852, -3.99317], [3.73410, -2.34656, -0.68536], [4.20263, -0.69368, -0.22408], [0.81623, -1.33963, -2.56882], [1.76696, -2.70859, -2.02533], [4.61925, -1.95057, -4.17199], [3.96763, -3.06292, -2.94625], [5.24632, 0.26468, -3.55332], [5.06584, 0.79863, -1.86737], [1.44771, 0.87417, -1.96074], [2.89153, 1.15898, -0.95424], [3.29869, -0.09171, -4.90350], [1.68219, 0.16592, -4.19817], [-2.24240, -5.83097, -2.98692], [-1.11573, -5.24704, -3.55320], [-0.47346, -4.18599, -2.90995], [-0.89105, -3.63416, -1.68043], [-2.04540, -4.26323, -1.16610], [-2.71171, -5.32539, -1.78224], [-2.75153, -6.65314, -3.48119], [-0.73491, -5.61447, -4.50502], [0.39625, -3.77851, -3.43097], [-2.48462, -3.90162, -0.23073], [-3.60330, -5.74913, -1.32316]]
}

---

# 2
{
  "formula": "C6H12O",
  "method": "ωB97M-V with the def2-TZVPD basis set",
  "e_above_lowest_kcal_mol": 62.3,
  "energy_ha": -310.9600,
  "homo_lumo_gap_ev": 9.4,
  "homo_ev": -8.49,
  "e_lumo_ev": 0.912,
  "species": ["C", "C", "C", "C", "C", "C", "O", "H", "H", "H", "H", "H", "H", "H", "H", "H", "H", "H", "H"],
  "xyz": [[0.59498, 2.56908, -1.03090], [0.72656, 1.48348, 0.03170], [-0.35396, 0.40901, -0.05484], [-0.23179, -0.60929, 1.07822], [-1.04375, -1.90431, 0.82689], [0.02036, -2.83371, 0.31159], [0.18987, -2.53877, -0.96907], [0.63072, 2.13870, -2.03871], [-0.35577, 3.10554, -0.93141], [1.40460, 3.30245, -0.95109], [0.70388, 1.93919, 1.03122], [1.70622, 0.99447, -0.06086], [-0.28331, -0.10429, -1.02318], [-1.35188, 0.87036, -0.02303], [-0.51951, -0.15713, 2.03253], [-1.85331, -1.71302, 0.10868], [-1.46333, -2.29449, 1.75802], [0.82912, -0.89149, 1.19217], [0.95357, -3.04783, -1.27621]]
}

---

# 3
{
  "formula": "C3H12O2S",
  "method": "ωB97M-V with the def2-TZVPD basis set",
  "e_above_lowest_kcal_mol": 34.1,
  "energy_ha": -670.0785,
  "total_charge": -1,
  "homo_lumo_gap_ev": [2.2, 8.9],
  "multiplicity": 2,
  "homo_ev": [1.12, -5.64],
  "e_lumo_ev": [3.287, 3.237],
  "s_squared": 0.75,
  "species": ["C", "C", "C", "S", "H", "H", "H", "H", "H", "H", "H", "H", "H", "H", "O", "H", "H", "O"],
  "xyz": [[-2.69330, 0.97805, 0.02589], [-1.27579, 1.01953, 0.63487], [-0.10602, 1.50642, -0.16354], [1.47671, 0.86186, 0.52995], [-3.35281, 0.57930, 0.76086], [-3.07309, 1.95819, -0.36168], [-2.78375, 0.30099, -0.96973], [-0.96596, -0.11618, 0.95611], [-1.29381, 1.74710, 1.54105], [-0.26716, 1.07728, -1.24197], [0.00534, 2.57158, -0.14965], [1.81527, 0.19777, -0.59581], [0.74675, -1.43699, 0.37573], [-0.26999, -2.25937, -0.44153], [0.59258, -2.22748, -0.06171], [4.59259, -2.46730, -0.13421], [3.03920, -2.26907, -0.09719], [3.81322, -2.02168, -0.60742]]
}

---

# 4
{
  "formula": "C10H16OSi",
  "method": "ωB97M-V with the def2-TZVPD basis set",
  "e_above_lowest_kcal_mol": 138.1,
  "energy_ha": -755.2017,
  "homo_lumo_gap_ev": [8.6, 7.3],
  "homo_ev": [-8.81, -7.32],
  "e_lumo_ev": [-0.220, -0.021],
  "species": ["C", "C", "C", "C", "C", "C", "C", "C", "C", "C", "O", "Si", "H", "H", "H", "H", "H", "H", "H", "H", "H", "H", "H", "H", "H", "H", "H", "H"],
  "xyz": [[-4.65073, 0.24309, -0.19418], [-3.87304, 0.03424, 0.97318], [-3.97431, 0.49510, -1.38380], [-2.44083, 0.09671, 0.90260], [-2.59514, 0.53546, -1.43638], [-1.90084, 0.19485, -0.33446], [1.68878, 2.42680, 0.73755], [0.85870, -2.43483, 0.34423], [2.48557, 1.05052, 0.69489], [1.84622, -1.79957, -0.63119], [2.42699, 0.78925, -1.93465], [1.62436, 0.07289, -0.70119], [-5.76844, 0.20863, -0.33314], [-4.46977, -0.09646, 1.79450], [-4.66327, 0.68080, -2.17372], [-1.73510, -0.10869, 1.68684], [-1.94199, 0.63534, -2.22890], [0.65373, 2.36299, 0.71210], [1.87379, 3.07028, 1.74059], [2.08117, 3.13257, -0.11203], [1.07330, -2.07593, 1.39294], [-0.17905, -2.10584, -0.09703], [1.05637, -3.41582, 0.45960], [2.53149, 0.64624, 1.63047], [3.46230, 1.19230, 0.34354], [1.85165, -2.38596, -1.63888], [2.80697, -2.11490, -0.37395], [3.02462, 0.34080, -2.49247]]
}

---

# 5
{
  "formula": "C21H16I2MnN3O4",
  "method": "ωB97M-V with the def2-TZVPD basis set",
  "energy_ha": -3021.3326,
  "total_charge": 1,
  "homo_lumo_gap_ev": [6.3, 6.5],
  "multiplicity": 4,
  "homo_ev": [-10.90, -10.91],
  "e_lumo_ev": [-4.634, -4.407],
  "s_squared": 3.82,
  "species": ["Mn", "I", "C", "C", "C", "I", "C", "O", "C", "C", "N", "C", "C", "C", "C", "C", "C", "N", "C", "H", "H", "H", "H", "H", "H", "H", "H", "H", "H", "H", "O", "C", "O", "C", "C", "C", "C", "C", "C", "H", "H", "H", "H", "H", "O", "C", "N"],
  "xyz": [[0.56956, 0.22008, 0.22778], [2.82042, -5.19108, 4.63247], [2.14709, -3.96068, 3.10221], [2.76848, -4.00703, 1.85995], [2.33256, -3.18548, 0.82738], [3.24089, -3.27897, -1.03388], [1.26265, -2.32618, 1.04738], [0.78292, -1.54272, 0.05304], [0.63218, -2.29049, 2.29158], [-0.53678, -1.36343, 2.44224], [-0.11237, 0.03170, 2.11387], [-1.17651, 1.03599, 2.33517], [-0.76187, 2.31705, 1.67147], [-1.17119, 3.57720, 2.06327], [-0.72046, 4.67160, 1.34204], [0.13310, 4.48356, 0.26471], [0.51155, 3.19765, -0.06438], [0.05701, 2.14885, 0.62749], [1.07823, -3.10247, 3.32323], [3.59530, -4.68226, 1.68952], [-0.92663, -1.38530, 3.46160], [-1.34480, -1.61252, 1.75152], [0.70513, 0.26160, 2.67970], [-1.36354, 1.17476, 3.40093], [-2.09069, 0.65412, 1.87532], [-1.82240, 3.69731, 2.91793], [-1.02582, 5.66942, 1.62691], [0.50899, 5.31712, -0.30999], [1.18493, 2.97616, -0.88089], [0.58787, -3.07302, 4.28778], [-1.19003, 0.05083, -0.66667], [-0.58241, 0.20759, -1.78040], [0.66442, 0.51833, -1.65030], [-1.21296, 0.03683, -3.07665], [-2.56925, -0.28464, -3.13692], [-3.16815, -0.46062, -4.37042], [-2.41456, -0.31742, -5.52989], [-1.06382, 0.00330, -5.46705], [-0.45564, 0.18219, -4.23790], [-3.13561, -0.39810, -2.22281], [-4.21784, -0.71212, -4.43176], [-2.88476, -0.46090, -6.49386], [-0.48867, 0.10843, -6.37640], [0.59670, 0.42184, -4.16826], [4.54106, -0.12528, 0.60106], [3.42829, 0.20323, 0.63565], [2.28742, 0.59393, 0.74524]]
}

---

# 6
{
  "formula": "C4H5BrO",
  "method": "ωB97M-V with the def2-TZVPD basis set",
  "e_above_lowest_kcal_mol": 97.3,
  "energy_ha": -2804.4797,
  "homo_lumo_gap_ev": 9.0,
  "homo_ev": -8.32,
  "e_lumo_ev": 0.632,
  "species": ["C", "C", "C", "C", "O", "Br", "H", "H", "H", "H", "H"],
  "xyz": [[-0.81107, -0.16777, 0.46648], [-0.31702, 0.58829, 1.22209], [-1.39870, -1.09157, -0.48807], [2.47309, 1.18119, -0.13932], [1.45926, 1.92576, -0.24505], [2.36606, -0.64300, -0.26166], [-1.21429, -1.01903, -1.50101], [-0.88327, -2.11962, -0.28843], [-2.41458, -1.38437, -0.21277], [0.24411, 1.09217, 1.91943], [0.49641, 1.63795, -0.47169]]
}

---

# 7
{
  "formula": "C7H12O2",
  "method": "ωB97M-V with the def2-TZVPD basis set",
  "e_above_lowest_kcal_mol": 26.9,
  "energy_ha": -424.3531,
  "smiles": "C/C=C(/O)[C@@H](C)C(C)=O",
  "homo_lumo_gap_ev": 8.9,
  "homo_ev": -8.27,
  "e_lumo_ev": 0.587,
  "species": ["C", "C", "C", "C", "C", "C", "C", "O", "O", "H", "H", "H", "H", "H", "H", "H", "H", "H", "H", "H", "H"],
  "xyz": [[-1.11172, -0.12646, 0.04077], [0.27418, -0.23918, -2.24924], [-1.69703, 0.88114, 1.01562], [1.78574, 0.67266, 1.14090], [-0.06253, -1.02778, 0.56386], [-0.15612, 0.63358, -1.10147], [1.22539, -0.65945, 0.76406], [-0.29741, -2.37174, 0.42261], [-0.19036, 1.83698, -1.15172], [-1.23087, -2.52317, 0.23303], [-1.89581, -0.69025, -0.47708], [1.91087, -1.48650, 0.90896], [-0.58480, -0.72950, -2.70415], [0.96597, -1.00499, -1.90817], [0.78646, 0.36265, -2.99777], [-0.99652, 1.21100, 1.77988], [-2.54259, 0.43926, 1.54048], [-2.01412, 1.77505, 0.47633], [2.11487, 0.67525, 2.18150], [1.06598, 1.47425, 1.00810], [2.65043, 0.89721, 0.51348]]
}